No. 1
ORCA calculation (ωB97M-V/def2-TZVPD) on a structure of composition C22H29N8OPPtS2.

Geometry as XYZ:
```
64
Properties=species:S:1:pos:R:3:lowdin_charge:R:1
Pt 0.5916 -0.0885 1.4339 0.71
N 0.7309 0.0328 3.6003 -0.07
N 2.0564 0.0377 4.0818 -0.04
C 3.1040 0.1201 3.2378 -0.78
N 4.3064 0.2264 3.7961 0.14
S 2.9535 0.0576 1.5538 0.74
H 0.2729 0.8920 3.9042 0.10
H 0.2349 -0.7632 3.9965 0.12
H 2.1764 0.0928 5.0828 0.17
H 4.4516 0.2424 4.7926 0.13
H 5.1200 0.2646 3.2036 0.12
N -3.7326 -3.3987 1.8974 0.17
N -2.4308 -3.0482 1.6144 -0.27
N -1.6104 -3.8703 1.0070 0.17
C -0.4780 -3.1863 1.0394 -0.17
N -0.6348 -2.0075 1.6503 -0.12
N -1.9101 -1.9343 2.0155 0.08
H -3.9969 -4.1354 1.2506 0.12
H -4.3189 -2.5774 1.7951 0.11
H 0.4477 -3.5545 0.6350 0.11
C 0.8320 4.1830 -2.3372 -0.05
C 1.9376 3.5561 -1.7749 -0.05
C 1.8388 2.2496 -1.3290 -0.09
C 0.6306 1.5634 -1.4448 -0.37
C -0.4760 2.1938 -2.0048 -0.07
C -0.3714 3.5029 -2.4534 -0.06
P 0.5402 -0.1243 -0.8116 0.91
C 1.8811 -1.0266 -1.6120 -0.38
C 2.5389 -2.0771 -0.9767 -0.14
C 3.5182 -2.7948 -1.6456 -0.05
C 3.8463 -2.4664 -2.9530 -0.04
C 3.1987 -1.4172 -3.5925 -0.04
C 2.2211 -0.6966 -2.9261 -0.08
C -1.0096 -0.8531 -1.3974 -0.35
C -2.1993 -0.5132 -0.7533 -0.14
C -3.4062 -1.0305 -1.1947 -0.08
C -3.4332 -1.8987 -2.2803 -0.05
C -2.2531 -2.2409 -2.9242 -0.04
C -1.0432 -1.7188 -2.4884 -0.05
H 0.9147 5.1998 -2.6972 0.12
H 2.8784 4.0834 -1.6936 0.12
H 2.7075 1.7647 -0.8983 0.09
H -1.4134 1.6638 -2.1126 0.10
H -1.2261 3.9859 -2.9079 0.11
H 2.3064 -2.3231 0.0524 0.06
H 4.0311 -3.6044 -1.1440 0.12
H 4.6136 -3.0239 -3.4731 0.12
H 3.4573 -1.1572 -4.6098 0.12
H 1.7269 0.1255 -3.4289 0.12
H -2.1770 0.1763 0.0826 0.06
H -4.3299 -0.7423 -0.7075 0.11
H -4.3752 -2.2992 -2.6306 0.12
H -2.2718 -2.9128 -3.7713 0.12
H -0.1296 -1.9967 -2.9970 0.11
C -1.8553 4.2179 1.5686 -0.22
S -1.4790 2.6518 2.3363 0.87
C -3.0755 1.8471 2.1957 -0.24
O -0.5536 1.9767 1.3375 -0.67
H -2.2901 4.0289 0.5886 0.07
H -0.9118 4.7507 1.4741 0.07
H -2.5373 4.7758 2.2098 0.07
H -3.6878 2.1244 3.0527 0.07
H -2.8793 0.7741 2.2220 0.03
H -3.5686 2.1200 1.2634 0.07
```

Values from the calculation:
- net charge = +2
- LUMO energy (eV) = -5.9
- ΔE to the lowest compared entry with this formula, charge and spin (kcal/mol) = 0.0
- molecular weight (g/mol) = 711.7

=====

No. 2
ORCA calculation (ωB97M-V/def2-TZVPD) on a structure of composition C5H7NO.

Geometry as XYZ:
```
14
Properties=species:S:1:pos:R:3:lowdin_charge:R:1
C -2.1006 0.6769 -0.9795 -0.13
N -0.9021 1.3409 -0.5044 0.07
C 0.0654 0.6220 -0.1813 -0.38
O 1.2862 1.0837 0.2845 0.04
C 1.7877 -0.2659 0.2862 -0.22
C 1.0149 -1.0769 1.2577 -0.03
C 0.4586 -0.8218 -0.1396 -0.10
H -2.6901 0.3096 -0.1340 0.08
H -2.7162 1.4030 -1.5191 0.07
H -1.8916 -0.1861 -1.6301 0.07
H 2.8017 -0.4364 -0.0589 0.15
H 0.5450 -0.5808 2.1045 0.12
H 1.3968 -2.0775 1.4437 0.11
H 0.1297 -1.5665 -0.8574 0.14
```

Values from the calculation:
- LUMO energy (eV) = 1.0
- ΔE to the lowest compared entry with this formula, charge and spin (kcal/mol) = 60.9
- molecular weight (g/mol) = 97.1

=====

No. 3
ORCA calculation (ωB97M-V/def2-TZVPD) on a cluster of 2 separate species, C6H13O2 in total.

Geometry as XYZ:
```
21
Properties=species:S:1:pos:R:3:lowdin_charge:R:1
C 2.0788 -0.9501 1.3299 -0.05
C 1.4860 -0.4106 2.6742 -0.80
O 1.1252 0.8319 2.5128 -0.17
O 1.4572 -1.1287 3.6202 -0.03
H 1.3575 -0.7009 0.6466 -0.03
H 2.2598 -2.0256 1.3547 0.06
H 2.9721 -0.4842 1.0611 0.04
C -0.8987 0.0315 -0.9657 -0.47
C -1.2270 0.4626 0.4740 -0.13
C -2.0573 0.2844 -1.9852 -0.12
C 0.5389 0.5670 -1.3679 -0.10
H -0.5556 -1.0746 -0.8396 0.14
H -0.9365 1.5256 0.7080 0.09
H -3.0803 0.7314 -1.6582 0.08
H -1.8788 1.0609 -2.7863 0.06
H -2.4082 -0.6513 -2.5052 0.06
H 1.3570 0.3176 -0.6875 0.04
H 0.7956 0.1810 -2.3658 0.07
H -0.6836 -0.1627 1.3130 0.08
H -2.1948 -0.0667 0.8004 0.08
H 0.4927 1.6614 -1.3332 0.07
```

Values from the calculation:
- net charge = -1
- LUMO energy (eV) = 3.5
- ΔE to the lowest compared entry with this formula, charge and spin (kcal/mol) = 50.3
- molecular weight (g/mol) = 117.2

=====

No. 4
ORCA calculation (ωB97M-V/def2-TZVPD) on the molecule C3H6N2O3.

Geometry as XYZ:
```
14
Properties=species:S:1:pos:R:3:lowdin_charge:R:1
H 0.4907 2.6019 -0.6148 0.12
N 1.1053 1.9096 -0.0233 0.17
C 0.4773 0.8989 0.2714 -0.50
N -0.7657 0.5857 -0.2345 -0.11
O -1.2924 -0.5400 -0.3899 -0.16
C -2.6399 -0.3788 0.1987 -0.01
O 0.9284 -0.2327 0.9520 0.07
C 1.3884 -1.1971 0.2403 -0.42
O 1.6714 -0.9922 -0.8765 0.11
H -1.2560 1.3829 -0.9565 0.24
H -3.2494 -1.2025 -0.0934 0.07
H -2.3041 -0.2462 1.2382 0.10
H -3.1642 0.5587 -0.2100 0.11
H 1.2914 -2.3808 0.6934 0.21
```

Values from the calculation:
- SMILES = [H]/N=C(\NOC)OC=O
- LUMO energy (eV) = 0.6
- ΔE to the lowest compared entry with this formula, charge and spin (kcal/mol) = 140.9
- molecular weight (g/mol) = 118.1

=====

No. 5
ORCA calculation (ωB97M-V/def2-TZVPD) on a cluster of 2 separate species, C5H15NO2 in total.

Geometry as XYZ:
```
23
Properties=species:S:1:pos:R:3:lowdin_charge:R:1
C 0.4402 2.5597 0.1336 -0.09
C -0.2407 1.5074 0.9894 -0.28
N 0.4694 0.2465 1.1758 -0.11
C 0.4394 -0.7753 0.1388 -0.21
C -0.0124 -0.3556 -1.2509 -0.19
C -0.4532 -1.5704 -2.0910 -0.28
O 0.6968 -2.2948 -2.4769 -0.06
H 1.2681 3.0869 0.6188 0.07
H -0.2862 3.3317 -0.1331 0.07
H 0.8487 2.1137 -0.7756 0.06
H -0.4751 1.8622 1.9987 0.11
H -1.2071 1.2819 0.5596 0.10
H 1.4147 0.3881 1.4945 0.12
H -0.1986 -1.6002 0.4584 0.11
H 1.4452 -1.1812 0.0057 0.13
H 0.7606 0.1449 -1.8360 0.11
H -0.8411 0.3378 -1.3213 0.10
H -1.1366 -2.1501 -1.4615 0.11
H -1.0061 -1.2248 -2.9716 0.11
H 0.4397 -3.1119 -2.9149 0.09
O -0.7243 -0.8710 3.6200 -0.10
H -0.1776 -0.4661 2.9131 -0.01
H -1.4639 -1.2594 3.1264 0.03
```

Values from the calculation:
- SMILES = CCNCCCO.O
- LUMO energy (eV) = 0.8
- ΔE to the lowest compared entry with this formula, charge and spin (kcal/mol) = 26.6
- molecular weight (g/mol) = 121.2

=====

No. 6
ORCA calculation (ωB97M-V/def2-TZVPD) on a cluster of 4 separate species, C2H12NO4 in total.

Geometry as XYZ:
```
19
Properties=species:S:1:pos:R:3:lowdin_charge:R:1
C 0.1952 -1.1834 0.6847 -0.56
O -0.3346 -1.6731 1.7882 -0.34
C -0.8267 -0.1055 0.1250 -0.27
N -0.4537 0.6588 -1.0838 -0.02
H 1.2132 -0.7743 0.6157 0.07
H 0.2869 -2.0298 -0.0444 0.05
H -1.7679 -0.5335 0.0127 0.07
H -1.0328 0.5567 0.9334 0.07
H 0.2420 0.0499 -1.5274 0.07
H -1.1429 0.7697 -1.7831 0.04
H -0.7084 -2.9694 -0.7398 0.07
H 0.2357 -4.0164 -1.1657 -0.05
O -0.1700 -3.3145 -1.5189 -0.06
H 1.3746 1.5181 2.0738 0.13
H 1.1859 1.2734 0.4800 -0.05
O 1.5606 1.8350 1.1094 -0.08
H 0.4769 3.1814 0.6843 0.03
H -0.3484 3.0328 -0.5908 -0.04
O 0.0146 3.7239 -0.0534 -0.14
```

Values from the calculation:
- net charge = -1
- LUMO energy (eV) = 3.8
- ΔE to the lowest compared entry with this formula, charge and spin (kcal/mol) = 60.7
- molecular weight (g/mol) = 114.1

=====

No. 7
ORCA calculation (ωB97M-V/def2-TZVPD) on a cluster of 2 separate species, C2H7O2PS in total.

Geometry as XYZ:
```
13
Properties=species:S:1:pos:R:3:lowdin_charge:R:1
C -0.7093 -2.1706 0.8448 -0.48
C 0.6168 2.2795 -0.2633 -0.18
O -0.1117 0.8925 -2.5084 -0.40
O -1.2900 0.5810 -0.3837 -0.45
P 0.8861 -2.2442 -0.1752 0.76
S 0.0323 0.7012 -1.0791 0.67
H -1.4858 -2.9224 0.5176 0.03
H -1.0958 -1.1794 0.7090 -0.05
H -0.6075 -2.3315 1.9817 0.06
H 1.3333 2.1177 0.5631 0.05
H 1.2692 2.6331 -1.1740 0.08
H -0.1123 3.0647 0.0102 0.06
H 1.2748 -1.4217 0.9573 -0.14
```

Values from the calculation:
- LUMO energy (spin up / spin down) (eV) = -1.4 / -2.4
- ΔE to the lowest compared entry with this formula, charge and spin (kcal/mol) = 97.7
- molecular weight (g/mol) = 126.1

=====

No. 8
ORCA calculation (ωB97M-V/def2-TZVPD) on a cluster of 5 separate species, C2H14N2O4 in total.

Geometry as XYZ:
```
22
Properties=species:S:1:pos:R:3:lowdin_charge:R:1
H 0.4191 -3.0387 -0.3131 0.03
N 0.3347 -2.0324 -0.3811 0.06
C 1.1881 -1.4477 -1.1163 -0.33
N 1.0782 -0.0929 -1.3323 -0.07
C 2.1182 0.6240 -2.0391 -0.10
H 2.1529 -1.8380 -1.4378 0.12
H 0.1282 0.2608 -1.2925 0.10
H 2.2935 1.5588 -1.4914 0.08
H 2.9804 -0.0145 -2.1823 0.07
H 1.8094 0.8834 -3.0524 0.08
O 0.8693 1.1491 2.2666 -0.04
H 1.3726 0.9697 1.4544 0.04
H 1.2197 1.8815 2.7295 0.02
O -2.8690 -0.7152 1.3803 -0.07
H -2.0420 -1.1726 1.3767 -0.01
H -3.3701 -1.0553 0.6055 0.06
O -1.8543 1.8066 -2.0711 -0.06
H -2.7072 2.1579 -1.8067 0.04
H -1.5956 1.2817 -1.2979 0.02
O -1.1847 -0.5892 3.7160 -0.07
H -1.6572 0.1907 3.3738 0.03
H -0.6842 -0.7677 2.9109 0.00
```

Values from the calculation:
- SMILES = [H]/N=C/NC.O.O.O.O
- LUMO energy (eV) = 0.5
- ΔE to the lowest compared entry with this formula, charge and spin (kcal/mol) = 30.3
- molecular weight (g/mol) = 130.1